{
  "formula": "C21H21N6O6",
  "method": "wB97M-V/def2-TZVPD",
  "gap_ev": 5.21,
  "e_tot_ev": -43347.037,
  "spin_multiplicity": 1,
  "total_charge": -1,
  "e_homo_ev": -3.679,
  "e_lumo_ev": 1.528,
  "species": ["C", "O", "C", "C", "C", "C", "C", "C", "C", "O", "N", "C", "C", "O", "N", "C", "C", "O", "C", "C", "H", "H", "H", "H", "H", "H", "H", "H", "H", "H", "H", "H", "H", "H", "C", "N", "C", "O", "N", "C", "C", "C", "C", "O", "N", "C", "N", "H", "H", "H", "H", "H", "H", "H"],
  "xyz": [[-6.565291, 3.557436, -1.889732], [-6.095231, 2.441421, -1.105232], [-4.855669, 1.933071, -1.340411], [-4.455075, 0.854747, -0.513774], [-3.174130, 0.362831, -0.583207], [-2.197959, 0.962310, -1.418074], [-0.802609, 0.583745, -1.300851], [0.262447, 1.435927, -1.317679], [1.601913, 0.847342, -1.459230], [1.812839, -0.358048, -1.612258], [2.690692, 1.729744, -1.417144], [4.013901, 1.163171, -1.546183], [2.590824, 3.119363, -1.301351], [3.571969, 3.860630, -1.273838], [1.298472, 3.646600, -1.215673], [1.267600, 5.074603, -0.982227], [0.134760, 2.878013, -1.020749], [-0.887675, 3.429105, -0.611581], [-2.651647, 1.940131, -2.336905], [-3.943151, 2.431933, -2.306661], [-7.591385, 3.694734, -1.547362], [-5.971654, 4.460056, -1.684572], [-6.550412, 3.325567, -2.964490], [-5.182480, 0.468250, 0.197612], [-2.856640, -0.463146, 0.056987], [-0.582605, -0.474163, -1.146119], [4.709193, 1.991056, -1.451436], [4.175101, 0.416849, -0.762973], [4.119605, 0.676043, -2.520489], [0.228908, 5.385550, -0.913955], [1.801631, 5.304709, -0.053696], [1.785762, 5.576697, -1.802778], [-1.950577, 2.323557, -3.082112], [-4.240883, 3.224788, -2.998505], [3.924571, -2.968808, 4.045237], [2.775669, -3.234878, 3.213786], [2.644634, -4.584527, 2.867749], [3.450314, -5.428588, 3.243642], [1.532558, -4.947185, 2.068797], [1.365746, -6.341630, 1.687728], [0.680517, -3.998880, 1.633024], [0.852520, -2.602431, 1.910421], [1.938848, -2.168966, 2.779367], [2.122254, -1.011102, 3.127675], [-0.174598, -1.944701, 1.329160], [-0.935566, -2.915944, 0.724070], [-0.434052, -4.187362, 0.889476], [3.948459, -1.910669, 4.285436], [3.860341, -3.575030, 4.952168], [4.832124, -3.270220, 3.515093], [0.457692, -6.365799, 1.087979], [2.235134, -6.664818, 1.110076], [1.269508, -6.953649, 2.586785], [-1.857204, -2.729442, 0.168965]],
  "atomic_forces_ev_per_a": [[0.3, -0.6, 0.4], [-0.1, 0.3, -0.5], [1.1, -0.1, 0.0], [-0.7, 0.7, -0.4], [1.0, 0.0, -0.2], [-1.3, 0.4, -0.2], [0.4, 0.1, 0.1], [-0.6, -0.1, 0.1], [0.7, -1.6, 0.1], [-0.3, 1.8, 0.1], [-0.6, 0.6, 0.0], [0.3, -0.3, 0.0], [0.4, 0.0, -0.1], [-1.1, -0.9, -0.1], [0.4, -0.7, 0.1], [0.0, 0.4, 0.1], [-1.0, 0.9, 0.2], [1.3, -0.7, -0.6], [0.7, -0.4, 0.5], [-0.9, -0.1, 0.4], [0.1, 0.1, -0.2], [-0.1, -0.2, -0.1], [0.0, 0.1, 0.3], [0.2, 0.0, -0.2], [-0.1, 0.3, 0.0], [0.1, 0.1, -0.2], [0.1, -0.2, 0.0], [0.0, 0.1, -0.2], [0.0, 0.1, 0.2], [0.1, 0.0, 0.0], [-0.2, 0.1, -0.2], [-0.1, 0.0, 0.1], [-0.2, 0.0, 0.3], [0.1, -0.3, 0.3], [0.3, 0.0, 0.2], [-0.4, -0.6, -0.5], [-1.4, -0.3, -1.0], [-0.1, 0.1, 0.0], [2.3, -0.6, 1.5], [0.1, 0.4, 0.2], [-1.7, 2.9, -0.8], [0.5, -2.5, 0.2], [-1.4, 0.5, -1.0], [0.7, -0.3, 0.4], [-2.0, 0.0, -1.2], [2.4, 0.5, 1.6], [0.2, 0.2, 0.2], [-0.1, 0.0, -0.1], [0.1, 0.1, 0.0], [0.0, 0.1, 0.1], [0.1, -0.2, 0.0], [-0.1, -0.1, 0.1], [0.0, -0.1, -0.2], [0.4, 0.0, 0.2]],
  "nbo_charge": [-0.25, -0.50, 0.34, -0.28, -0.13, -0.15, 0.05, -0.32, 0.68, -0.57, -0.47, -0.42, 0.81, -0.63, -0.47, -0.41, 0.68, -0.59, -0.07, -0.35, 0.20, 0.18, 0.18, 0.23, 0.24, 0.27, 0.24, 0.23, 0.21, 0.24, 0.21, 0.21, 0.20, 0.21, -0.41, -0.47, 0.79, -0.68, -0.42, -0.41, 0.30, -0.13, 0.66, -0.65, -0.51, 0.10, -0.59, 0.23, 0.20, 0.20, 0.24, 0.20, 0.20, 0.16]
}

=====

{
  "formula": "C21H21N6OPdS",
  "method": "wB97M-V/def2-TZVPD",
  "gap_ev": 6.11,
  "e_tot_ev": -47421.005,
  "spin_multiplicity": 1,
  "total_charge": -1,
  "e_homo_ev": -3.480,
  "e_lumo_ev": 2.634,
  "species": ["Pd", "S", "C", "N", "N", "C", "C", "C", "C", "C", "C", "N", "N", "C", "C", "C", "C", "C", "C", "H", "H", "H", "H", "H", "H", "H", "H", "H", "H", "H", "C", "C", "O", "N", "C", "C", "C", "C", "C", "C", "N", "H", "H", "H", "H", "H", "H", "H", "H", "H", "H"],
  "xyz": [[-0.296514, 0.365311, 0.560036], [0.375670, 2.716912, 0.673940], [1.949402, 2.384835, 1.298987], [2.620358, 3.245133, 1.998770], [3.842887, 2.772651, 2.503131], [3.979202, 1.780714, 3.441125], [5.252610, 1.532343, 3.981305], [5.446408, 0.529099, 4.912004], [4.385931, -0.262377, 5.339189], [3.124259, -0.012867, 4.814404], [2.908760, 0.989008, 3.882416], [2.598368, 1.135744, 1.000126], [1.843513, 0.171324, 0.804229], [2.559036, -1.034278, 0.471169], [1.887126, -1.979716, -0.285802], [2.532231, -3.157025, -0.634185], [3.827039, -3.399652, -0.195299], [4.480584, -2.456984, 0.590703], [3.852620, -1.267711, 0.923033], [4.534156, 3.500681, 2.534818], [6.092187, 2.131397, 3.644434], [6.442927, 0.357704, 5.302978], [4.539674, -1.053491, 6.061019], [2.280208, -0.613587, 5.131731], [1.913193, 1.159691, 3.496439], [0.867016, -1.767120, -0.589797], [2.016826, -3.892795, -1.238707], [4.321244, -4.328400, -0.452894], [5.482762, -2.651891, 0.951891], [4.337805, -0.521441, 1.538535], [-2.952185, 1.251093, 1.517731], [-2.392611, 0.177707, 0.602765], [-1.948021, -0.925549, 1.073577], [-3.109455, 0.127805, -0.644790], [-2.613364, -0.735524, -1.714002], [-1.631563, -0.041500, -2.626246], [-2.061826, 0.660967, -3.749746], [-1.136504, 1.374236, -4.493385], [0.190257, 1.365785, -4.091902], [0.530790, 0.627553, -2.969699], [-0.350476, -0.071968, -2.261715], [-2.490869, 1.148887, 2.496612], [-4.038640, 1.132715, 1.613762], [-2.735346, 2.250176, 1.139318], [-3.335072, 1.058754, -0.970107], [-3.465693, -1.094733, -2.297273], [-2.134379, -1.588384, -1.233182], [-3.109914, 0.645942, -4.023703], [-1.446120, 1.934791, -5.367211], [0.947414, 1.920958, -4.628869], [1.551944, 0.608063, -2.604468]],
  "atomic_forces_ev_per_a": [[-0.7, 0.4, 0.3], [0.1, -0.2, -0.2], [-0.1, 0.1, 0.1], [-0.1, -0.1, 0.1], [0.1, -0.1, -0.3], [0.0, -0.1, 0.2], [0.0, 0.0, 0.0], [0.0, 0.0, 0.0], [0.0, 0.0, 0.0], [0.0, 0.0, 0.0], [0.0, 0.0, 0.0], [-0.1, 0.0, -0.1], [0.4, -0.1, -0.1], [0.0, 0.1, 0.1], [-0.1, 0.0, 0.0], [0.0, 0.0, 0.0], [0.0, 0.0, 0.0], [0.0, 0.0, 0.0], [0.0, 0.1, 0.0], [-0.1, 0.1, 0.1], [0.0, 0.0, 0.0], [0.0, 0.0, 0.0], [0.0, 0.0, 0.0], [0.0, 0.0, 0.0], [0.0, 0.0, 0.0], [0.0, 0.0, 0.0], [0.0, 0.0, 0.0], [0.0, 0.0, 0.0], [0.0, 0.0, 0.0], [0.0, 0.0, 0.0], [-0.1, 0.0, 0.0], [0.5, -0.1, -0.1], [-0.1, -0.2, -0.1], [0.0, 0.1, -0.1], [-0.1, 0.1, 0.2], [0.0, 0.0, 0.1], [0.0, 0.0, 0.0], [0.0, 0.0, 0.0], [0.0, 0.0, 0.0], [-0.1, 0.0, 0.1], [0.1, 0.0, 0.0], [0.0, 0.0, 0.0], [0.0, 0.0, 0.0], [0.0, 0.0, 0.0], [0.1, 0.0, 0.0], [0.0, 0.0, 0.0], [0.0, 0.0, 0.0], [0.0, 0.0, 0.0], [0.0, 0.0, 0.0], [0.0, 0.0, 0.0], [0.0, 0.0, 0.0]],
  "nbo_charge": [0.34, -0.36, 0.17, -0.35, -0.47, 0.27, -0.31, -0.20, -0.29, -0.18, -0.32, -0.21, -0.20, 0.18, -0.22, -0.22, -0.22, -0.21, -0.24, 0.37, 0.20, 0.20, 0.20, 0.21, 0.24, 0.25, 0.21, 0.20, 0.20, 0.24, -0.68, 0.44, -0.71, -0.65, -0.26, 0.22, -0.27, -0.18, -0.27, 0.06, -0.43, 0.23, 0.19, 0.22, 0.36, 0.18, 0.24, 0.21, 0.21, 0.21, 0.20]
}